No. 1
Formula: C18H23N3O5S2
Source: OMol25
Level of theory: wB97M-V/def2-TZVPD

The geometry in XYZ format:
```
51
Properties=species:S:1:pos:R:3:mulliken_charge:R:1
C 8.00 -1.94 -1.43 -1.11
C 6.67 -1.32 -1.83 -0.22
H 5.83 -1.91 -1.44 0.30
H 6.58 -1.24 -2.92 0.32
O 6.54 0.02 -1.35 -0.34
C 6.15 0.17 -0.10 0.56
O 5.94 -0.71 0.69 -0.56
C 6.03 1.65 0.23 -0.48
H 6.93 2.01 0.72 0.38
H 5.84 2.22 -0.68 0.31
S 4.68 1.92 1.42 -0.16
C 3.47 1.07 0.56 0.53
N 3.58 0.55 -0.63 -0.06
N 2.40 -0.03 -0.91 -0.71
C 1.62 0.16 0.12 0.37
C 0.25 -0.29 0.27 0.44
C -0.34 -1.02 -0.76 -0.69
C -1.65 -1.45 -0.62 -0.47
C -2.35 -1.15 0.53 0.07
C -1.76 -0.43 1.56 -0.52
C -0.46 0.00 1.43 -0.70
H 0.02 0.56 2.22 0.48
H -2.34 -0.24 2.45 0.51
S -4.08 -1.61 0.66 1.25
O -4.31 -2.75 -0.18 -0.72
O -4.43 -1.67 2.05 -0.72
N -4.89 -0.32 0.00 0.09
C -4.85 0.91 0.74 -0.53
C -6.00 1.81 0.29 -1.02
H -6.94 1.32 0.51 0.32
H -5.96 2.75 0.84 0.38
C -5.91 2.07 -1.22 0.64
C -7.06 2.94 -1.69 -1.72
H -6.98 3.13 -2.76 0.42
H -7.06 3.90 -1.18 0.42
H -8.01 2.45 -1.50 0.35
C -5.89 0.72 -1.95 -1.01
C -4.75 -0.15 -1.43 -0.53
H -4.78 -1.14 -1.88 0.43
H -3.78 0.33 -1.67 0.34
H -6.83 0.21 -1.77 0.32
H -5.77 0.88 -3.02 0.38
H -4.96 2.59 -1.42 0.23
H -4.96 0.64 1.80 0.43
H -3.89 1.43 0.60 0.33
H -2.14 -2.03 -1.39 0.50
H 0.24 -1.24 -1.64 0.51
O 2.25 0.87 1.09 -0.32
H 8.05 -2.03 -0.35 0.32
H 8.82 -1.33 -1.78 0.29
H 8.08 -2.93 -1.86 0.37
```

Results
LUMO energy: -0.2 eV
net charge: 0
Kohn-Sham gap: 8.57 eV

***

No. 2
Formula: C24H42F4O20P2
Source: OMol25
Level of theory: wB97M-V/def2-TZVPD

The geometry in XYZ format:
```
92
Properties=species:S:1:pos:R:3:mulliken_charge:R:1
C 4.29 -2.76 -5.57 -0.44
C 5.63 -2.50 -4.87 0.30
O 5.79 -1.10 -5.08 -0.27
C 4.76 -0.54 -5.75 0.68
O 4.69 0.63 -5.95 -0.53
O 3.81 -1.46 -5.94 -0.35
F 6.67 -3.14 -5.44 -0.27
H 3.54 -3.20 -4.93 0.27
H 4.48 -3.23 -6.54 0.32
H 5.63 -2.66 -3.80 0.29
C 9.48 1.27 -12.01 0.22
C 7.99 1.28 -11.58 0.97
O 7.75 -0.06 -11.28 -0.33
C 8.65 -0.83 -11.93 0.65
O 8.61 -2.02 -12.02 -0.57
O 9.63 -0.08 -12.43 -0.38
F 7.28 1.67 -12.70 -0.37
H 10.08 1.52 -11.14 -0.38
H 9.70 2.04 -12.74 0.41
H 7.82 2.01 -10.79 -0.18
C 11.14 7.39 -8.82 0.09
C 11.16 5.95 -8.30 0.67
O 11.74 6.04 -7.01 -0.29
C 12.18 7.30 -6.82 0.57
O 12.54 7.75 -5.79 -0.54
O 12.07 8.05 -7.96 -0.35
F 12.04 5.23 -9.09 -0.38
H 10.16 7.86 -8.75 -0.19
H 11.58 7.34 -9.82 0.38
H 10.20 5.43 -8.29 0.06
C 6.17 3.72 -6.72 0.03
C 5.86 2.68 -7.81 0.59
O 6.65 3.06 -8.93 -0.31
C 7.06 4.33 -8.76 0.65
O 7.67 4.97 -9.55 -0.56
O 6.61 4.76 -7.55 -0.25
F 4.55 2.74 -8.23 -0.38
H 6.99 3.31 -6.11 -0.16
H 5.35 3.99 -6.06 0.42
H 6.05 1.65 -7.51 -0.03
C 9.70 4.14 -4.88 -0.89
C 10.42 2.96 -5.52 -0.48
O 9.72 2.80 -6.78 0.40
P 9.78 1.40 -7.56 -0.59
O 9.41 1.51 -8.98 0.09
O 8.83 0.48 -6.71 -0.14
C 8.92 -0.95 -6.87 -0.28
C 8.08 -1.47 -8.01 -0.46
O 11.26 0.91 -7.29 -0.27
C 12.38 1.44 -8.04 0.05
C 12.58 0.67 -9.32 -0.83
H 8.65 4.06 -4.63 0.31
H 10.32 4.42 -4.02 0.44
H 9.83 5.00 -5.54 -0.02
H 11.51 2.98 -5.60 0.26
H 10.38 2.03 -4.94 0.44
H 9.93 -1.32 -7.09 0.23
H 8.77 -1.33 -5.85 0.37
H 8.49 -2.41 -8.38 0.52
H 7.02 -1.68 -7.82 0.00
H 7.98 -0.74 -8.82 -0.18
H 12.26 2.53 -8.11 -0.06
H 13.30 1.44 -7.45 0.39
H 12.71 -0.38 -9.10 0.30
H 11.70 0.79 -9.95 -0.11
H 13.45 1.04 -9.85 0.44
C 6.49 13.02 -6.71 -1.23
C 6.60 11.90 -7.76 -0.38
O 7.29 10.77 -7.25 -0.24
P 7.70 9.57 -8.27 0.56
O 6.60 9.12 -9.14 -0.83
O 9.06 9.98 -8.94 -0.34
C 10.05 10.80 -8.31 0.07
C 10.07 12.21 -8.87 -1.26
O 8.21 8.49 -7.19 0.17
C 7.36 7.92 -6.19 0.25
C 7.96 8.08 -4.82 -1.19
H 5.88 13.81 -7.16 0.40
H 6.18 12.69 -5.72 0.31
H 7.46 13.52 -6.72 0.30
H 5.59 11.55 -8.02 0.34
H 6.93 12.34 -8.70 0.37
H 9.86 10.82 -7.24 0.22
H 11.04 10.34 -8.37 0.36
H 10.49 12.21 -9.88 0.32
H 9.10 12.66 -8.68 0.19
H 10.83 12.84 -8.39 0.40
H 6.31 8.19 -6.35 0.41
H 7.35 6.86 -6.47 -0.12
H 7.36 7.54 -4.07 0.41
H 8.91 7.56 -4.74 0.20
H 8.15 9.09 -4.45 0.31
```

Results
LUMO energy: 0.3 eV
net charge: 0
Kohn-Sham gap: 10.90 eV

***

No. 3
Formula: C2H6N4
Source: OMol25
Level of theory: wB97M-V/def2-TZVPD

The geometry in XYZ format:
```
12
Properties=species:S:1:pos:R:3:mulliken_charge:R:1
C 0.40 -0.63 -0.55 -0.31
C -0.42 0.61 -0.59 -0.17
H 1.75 1.13 0.66 0.24
H 3.06 0.15 0.83 0.28
H -0.13 -1.51 -0.82 0.59
H 0.12 1.49 -0.94 0.53
H -1.69 -1.09 0.75 0.24
H -3.17 -0.26 0.62 0.26
N 2.29 0.45 0.19 -0.45
N 1.65 -0.69 -0.20 -0.38
N -1.60 0.76 -0.13 -0.40
N -2.26 -0.44 0.18 -0.44
```

Results
LUMO energy: 0.6 eV
net charge: 0
Kohn-Sham gap: 9.45 eV

***

No. 4
Formula: C4H13N4O
Source: OMol25
Level of theory: wB97M-V/def2-TZVPD

The geometry in XYZ format:
```
22
Properties=species:S:1:pos:R:3:mulliken_charge:R:1
C 1.91 -1.09 -2.96 -1.00
C 0.60 -1.17 -2.24 0.64
O 0.40 -0.29 -1.40 -0.60
N -0.35 -2.18 -2.40 -0.34
H -1.16 -2.24 -1.92 0.18
H -0.26 -3.05 -2.85 0.20
H 2.76 -1.78 -2.57 0.29
H 2.57 -0.18 -2.88 0.29
H 1.64 -1.07 -4.00 0.32
C -0.36 2.76 1.35 -0.91
C -0.72 0.38 1.95 0.47
N -2.05 0.14 1.70 -0.38
N 0.03 1.37 1.27 -0.12
N -0.01 -0.27 3.01 -0.43
H -2.53 0.07 0.80 0.28
H -2.46 -0.58 2.28 0.26
H 0.64 1.01 0.56 0.32
H 1.02 -0.43 2.93 0.31
H -0.47 -1.15 3.49 0.29
H -1.44 3.05 1.53 0.34
H -0.08 3.33 0.34 0.29
H 0.33 3.36 2.00 0.31
```

Results
LUMO energy: -4.0 eV
net charge: +1
Kohn-Sham gap: 8.88 eV

***

| no. | HOMO (eV) |
| --- | --- |
| 1 | -8.75 |
| 2 | -10.59 |
| 3 | -8.86 |
| 4 | -12.86 |